# 1
C6H11N4O as an isolated structure at a distorted geometry. Source: the Open Molecules 2025 dataset; level of theory: ωB97M-V/def2-TZVPD.

Each line ends with the Löwdin charge.
Element x y z (Å)
C: 1.34778 -0.88806 -0.00221  -0.218
C: 0.67991 1.41693 0.05077  -0.041
C: -0.19921 0.03719 -2.61134  -0.209
C: -0.85395 -0.75817 2.62251  -0.025
C: -1.37161 -1.28483 1.23044  -0.140
C: 0.38554 0.06886 0.13285  -0.338
N: 2.23376 -1.57660 -0.08360  0.233
N: 1.82293 2.11223 -0.41703  0.117
N: 0.78977 0.50434 -3.09714  0.290
N: -1.29210 -0.28001 -2.06771  0.198
O: -0.98434 -0.20682 0.35809  -0.131
H: -0.10552 2.07024 0.41217  0.147
H: -1.51396 0.06890 2.88690  0.087
H: -0.72918 -1.52103 3.38477  0.089
H: 0.13524 -0.33903 2.33956  0.075
H: -2.42295 -1.28407 1.19287  0.115
H: -0.79164 -2.26367 1.12590  0.156
H: 2.03329 2.84414 0.22265  0.091
H: 2.71344 1.60392 -0.48119  0.113
H: 1.56514 0.18078 -3.68180  0.143
H: -1.31718 -0.19852 -0.86015  0.092
H: -2.12515 -0.30671 -2.65728  0.157

**HOMO energy**: -13.025 eV
**Net charge**: +1
**Energy**: -529.13322 hartree
**LUMO level**: -3.41 eV
**Orbital gap**: 9.6112 eV
**Relative energy (zero: lowest compared OMol25 entry of this formula, charge and spin)**: 2.567 eV

# 2
An isolated ion of composition C6H11N4O and charge +1 at a distorted geometry. Source: the Open Molecules 2025 dataset; level of theory: ωB97M-V/def2-TZVPD.

Each line ends with the Löwdin charge.
Element x y z (Å)
C: 1.51922 -0.34992 2.61458  0.002
C: 0.32868 -1.05870 1.90819  -0.282
N: -0.10985 -2.19713 2.30165  0.118
O: -0.97672 -2.67851 1.38817  0.048
C: -1.14456 -1.76955 0.40432  -0.276
C: -2.12090 -2.18601 -0.54886  0.007
C: -0.25262 -0.74770 0.62731  -0.018
C: -0.07069 0.57007 -0.32555  -0.155
N: -1.16026 1.32410 -0.28590  0.223
N: 1.07014 0.83436 -1.01116  0.052
N: 1.17263 1.86304 -1.99232  0.101
H: 1.37264 0.64984 2.94801  0.060
H: 1.99920 -1.04487 3.41718  0.128
H: 2.29744 -0.32020 1.85745  0.062
H: -2.27855 -3.25449 -0.47694  0.104
H: -3.09571 -1.79588 -0.29514  0.105
H: -1.89999 -2.13944 -1.61137  0.104
H: -1.81239 1.21815 0.46540  0.135
H: -1.32326 2.24344 -0.67586  0.136
H: 1.68824 0.02645 -0.98784  0.173
H: 1.80225 1.73367 -2.71966  0.082
H: 1.12421 2.80324 -1.70465  0.090

**HOMO energy**: -13.516 eV
**SMILES**: Cc1noc(C)c1/C(N)=[NH+]/N
**Net charge**: +1
**Energy**: -529.15254 hartree
**LUMO level**: -3.52 eV
**Orbital gap**: 9.9949 eV
**Relative energy (zero: lowest compared OMol25 entry of this formula, charge and spin)**: 2.042 eV

# 3
A 2-piece molecular cluster, C6H11NO overall at a distorted geometry. Source: the Open Molecules 2025 dataset; level of theory: ωB97M-V/def2-TZVPD.

Each line ends with the Löwdin charge.
Element x y z (Å)
C: 1.81593 0.81644 -0.28112  -0.045
C: 1.25649 -1.33290 0.79397  -0.050
C: -1.21254 1.64401 -0.19370  -0.048
N: 0.81099 -0.23619 -0.08041  -0.180
C: -0.73150 0.43920 0.57165  -0.506
O: -0.78853 0.33568 1.76320  0.052
H: 2.19999 -1.72843 0.42043  0.090
H: 1.46515 1.52766 -1.02500  0.086
H: 1.99068 1.33247 0.66571  0.105
H: 2.74871 0.37102 -0.62467  0.088
H: 0.49247 -2.10702 0.78589  0.092
H: 1.38753 -0.96951 1.81316  0.095
H: -0.71009 2.53645 0.18962  0.088
H: -1.04812 1.53223 -1.26210  0.078
H: -2.27969 1.75035 -0.01515  0.094
C: -1.71423 -1.01564 -0.54768  -0.104
C: -2.59689 -1.77778 -0.89739  -0.025
H: -3.31170 -2.49574 -1.22002  -0.013
H: 0.22535 -0.62229 -0.85638  0.104

**HOMO energy**: -9.083 eV
**Energy**: -365.05209 hartree
**LUMO level**: 0.67 eV
**Orbital gap**: 9.7549 eV
**Relative energy (zero: lowest compared OMol25 entry of this formula, charge and spin)**: 4.881 eV

# 4
A single C6H11NO molecule at a distorted geometry. Source: the Open Molecules 2025 dataset; level of theory: ωB97M-V/def2-TZVPD.

Each line ends with the Löwdin charge.
Element x y z (Å)
C: 1.25578 1.43809 -0.58360  -0.021
C: -0.60891 -0.99438 1.68946  -0.022
C: 0.74280 -1.66247 -0.35648  -0.008
N: -1.18070 1.50960 0.29974  0.101
C: 0.00771 0.75684 -0.10514  -0.424
C: -0.08783 -0.63910 0.33570  -0.222
C: -1.31916 0.67443 -0.91710  -0.367
O: -1.69391 -0.60450 -0.80941  -0.083
H: -1.07728 2.48692 0.03531  0.097
H: -1.43574 1.22707 -1.85361  0.147
H: 1.86465 0.79310 -1.21968  0.072
H: 1.87101 1.76950 0.25925  0.081
H: 1.01241 2.32298 -1.17738  0.083
H: 0.80105 -2.60511 0.18905  0.090
H: -1.28691 -0.23714 2.07471  0.081
H: 0.25423 -1.09503 2.36333  0.103
H: -1.11644 -1.96065 1.66476  0.097
H: 1.75406 -1.31717 -0.57610  0.085
H: 0.24318 -1.86297 -1.31281  0.109

**HOMO energy**: -7.775 eV
**Energy**: -365.09010 hartree
**LUMO level**: 0.62 eV
**Orbital gap**: 8.3980 eV
**Relative energy (zero: lowest compared OMol25 entry of this formula, charge and spin)**: 3.847 eV